1.
24
Properties=species:S:1:pos:R:3 method="wB97M-V/def2-TZVPD" e_tot_ev=-8641.662 total_charge=0 relative_energy_kj_mol=591.9 homo_ha="-0.391 / -0.204"
N 1.78010 0.56040 -2.26912
C -0.19760 1.19929 0.96454
C 0.70566 0.53650 2.02770
C -1.48280 -1.31787 -0.29815
C -0.65841 -2.41897 0.33074
C -0.94045 -1.01404 -1.75665
C -0.80477 2.47392 1.61120
B -1.06168 0.07698 0.26282
H 0.55542 1.55645 0.22924
H -0.83611 -1.79427 -2.57506
H 0.04436 -0.43545 -1.75121
H -0.68537 -3.44682 -0.07228
H -1.10051 3.10531 0.74513
H 1.85940 1.24579 -3.06820
H 1.04852 1.26459 2.81385
H 2.25424 1.03891 -1.47016
H 1.65321 0.07587 1.52516
H -0.77564 -2.61374 1.40274
H -2.49719 -1.71374 -0.32267
H -1.47246 2.23880 2.35888
H 0.19625 -0.37901 2.44258
H 0.44710 -2.24638 0.25532
H 0.07441 3.06857 2.10164
H -1.61546 -0.17403 -2.20473

---

2.
35
Properties=species:S:1:pos:R:3 method="wB97M-V/def2-TZVPD" e_tot_ev=-196670.930 total_charge=+1 relative_energy_kj_mol=138.1 spin_multiplicity=6 homo_ha="-0.465 / -0.465"
Br 1.47164 3.05146 3.81574
Br 2.29969 0.41150 5.85388
Mn 2.93359 0.14461 0.20934
O 2.67088 2.22832 -0.42679
O 0.88635 0.05267 0.74730
O -4.65877 1.08391 -3.45109
O 1.97766 3.37853 -2.14759
O 2.47678 -5.22163 -1.77865
O -3.13085 0.33835 -4.76526
O 0.39616 -5.93614 -1.48852
N 1.26046 -5.06328 -1.68682
N -3.57818 0.52216 -3.62823
N 1.87191 2.99857 -0.99328
C 0.63939 3.51686 -0.37840
C -2.90371 0.00801 -2.38090
C 0.31144 1.48679 4.13476
C -0.34346 -0.49188 0.69228
C 0.68082 -3.66738 -1.99612
C 1.03716 0.20886 4.32924
H -0.30403 1.70926 5.00643
H -0.48797 -1.28795 -0.03813
H 0.26456 2.74021 0.28825
H 0.89779 4.42130 0.17233
H -0.99693 0.28059 0.28687
H -0.72634 -0.68111 1.69512
H 1.43002 -2.99849 -1.57259
H -0.29528 -3.56458 -1.52201
H -0.21367 3.69515 -1.03309
H -0.26495 1.37657 3.21621
H 0.68579 -3.56961 -3.08172
H -2.10823 -0.69375 -2.63159
H 1.54561 -0.14493 3.43235
H 0.31975 -0.54609 4.65089
H -2.45711 0.78868 -1.76510
H -3.58803 -0.57553 -1.76504

---

3.
28
Properties=species:S:1:pos:R:3 method="wB97M-V/def2-TZVPD" e_tot_ev=-84917.709 total_charge=-2 relative_energy_kj_mol=54.0 homo_ha=-0.002
Br -1.28194 1.69934 -2.82671
O -1.99410 -1.05311 0.30463
O 1.06553 0.80178 0.42595
O 2.08960 3.76777 0.07441
O -0.30926 -2.13200 -2.05272
C -2.28617 -0.64187 2.65951
C 0.36928 2.03349 0.80891
C 1.00910 -2.62998 -2.01174
C 1.22359 3.26443 1.13720
C -2.94435 -0.66023 1.32101
C 1.98810 -2.27803 -3.07916
Li -0.37992 -0.22404 -0.99359
H 1.48131 -2.49597 -1.03852
H 1.38675 0.24448 1.13857
H -1.74086 -1.56512 2.85534
H 0.69536 4.08564 1.62164
H 2.45676 -1.31109 -2.89624
H -0.32920 2.16625 -0.01728
H 0.92187 -3.70878 -2.14087
H 2.80594 -2.99219 -3.17518
H -3.03952 -0.54205 3.44092
H 2.59012 3.07020 -0.35510
H 1.50170 -2.38543 -4.04869
H -1.50828 0.11901 2.72297
H -3.61691 -1.51173 1.42453
H -3.68942 0.10304 1.09650
H -0.31607 1.81003 1.62650
H 1.85096 2.96617 1.97719